Entry 1:
Computed, not measured: a 17-piece molecular cluster, C4H41NO16 overall, with wB97M-V/def2-TZVPD.

Properties
* total energy: -39059.614 eV
* Kohn-Sham gap: 8.27 eV
* HOMO level: -8.688 eV

Element x y z (Å)
C 2.551 -3.029 2.245
C 2.151 -1.596 2.643
C 1.747 -0.662 1.891
N 1.513 -0.889 0.501
C 2.605 -1.092 3.949
H 3.654 -3.092 2.267
H 2.286 -3.669 3.195
H 2.252 -3.437 1.385
H 1.504 0.357 2.277
H 0.498 -0.928 0.276
H 1.714 -1.851 0.324
H 2.126 -0.078 4.197
H 2.542 -1.801 4.901
H 3.788 -1.021 3.809
H 1.817 1.026 -3.869
H 2.126 1.579 -2.606
O 1.570 0.904 -2.903
H 2.140 3.015 1.742
H 2.720 3.359 2.995
O 3.064 3.306 2.181
H -1.783 -4.982 -0.208
H -0.532 -4.180 -0.102
O -1.216 -4.668 0.395
H 3.606 3.226 -2.033
H 2.411 2.652 -1.267
O 2.640 3.285 -1.948
H 0.132 1.187 -0.869
H 1.203 1.440 0.056
O 0.489 1.910 -0.418
H 1.732 -1.564 -2.415
H 3.010 -1.446 -1.537
O 2.426 -2.090 -2.020
H -1.205 -1.675 -1.284
H -1.751 -1.286 0.207
O -1.911 -1.844 -0.588
H -4.296 -1.476 0.616
H -4.455 -0.804 2.005
O -4.610 -1.641 1.562
H -2.750 -2.657 2.125
H -1.616 -3.368 1.506
O -1.832 -2.665 2.212
H -2.172 0.673 -4.532
H -0.759 0.419 -4.744
O -1.562 0.066 -4.307
H 0.340 -0.578 -2.181
H -0.830 0.133 -2.599
O -0.388 -0.159 -1.799
H -3.252 0.812 -2.060
H -4.250 1.750 -2.730
O -3.380 1.679 -2.448
H -4.565 -1.429 -2.205
H -3.313 -1.345 -1.456
O -4.128 -0.790 -1.600
H -1.394 1.666 3.327
H -1.916 2.325 4.495
O -1.714 1.488 4.194
H -0.728 2.846 -2.990
H -1.873 3.790 -2.491
O -1.045 3.820 -2.803
H 1.745 5.087 0.401
H 0.329 4.677 0.426
O 0.794 5.316 0.703

---

Entry 2:
Computed, not measured: C12H36AgN8O10 as an isolated structure, with wB97M-V/def2-TZVPD.

Properties
* multiplicity: 2
* total energy: -49425.790 eV
* Kohn-Sham gap (alpha / beta): 8.41 / 5.13 eV
* HOMO level (alpha / beta): -9.144 / -9.140 eV
* ⟨S²⟩: 0.7591

Element x y z (Å)
Ag 25.874 -22.854 10.899
C 23.072 -22.891 11.276
O 23.743 -22.015 10.665
O 21.853 -22.886 11.544
O 23.852 -23.853 11.615
C 22.757 -27.497 14.363
C 23.900 -26.517 14.118
O 23.500 -25.156 14.074
H 22.068 -27.481 13.514
H 22.097 -27.291 15.207
H 23.149 -28.510 14.459
H 24.370 -26.785 13.168
H 24.587 -26.600 14.963
H 23.407 -24.914 13.144
C 23.139 -25.767 7.187
C 22.588 -25.218 8.492
O 23.248 -25.746 9.616
H 22.764 -25.241 6.314
H 23.019 -26.851 7.172
H 24.222 -25.634 7.268
H 21.510 -25.382 8.612
H 22.732 -24.128 8.471
H 23.188 -25.126 10.346
C 20.973 -21.037 8.227
O 20.562 -20.844 7.080
N 21.734 -20.157 8.928
N 20.735 -22.178 8.906
H 22.143 -20.527 9.766
H 22.207 -19.382 8.501
H 20.234 -22.919 8.450
H 21.068 -22.323 9.850
C 25.609 -22.286 7.655
O 26.167 -22.925 8.568
N 26.085 -22.272 6.409
N 24.412 -21.664 7.815
H 26.984 -22.652 6.180
H 25.526 -21.818 5.711
H 23.852 -21.376 7.032
H 23.949 -21.750 8.703
C 25.763 -19.432 10.576
O 26.279 -20.562 10.525
N 26.446 -18.307 10.313
N 24.446 -19.230 10.815
H 26.010 -17.407 10.357
H 27.368 -18.423 9.928
H 23.855 -20.031 10.939
H 24.021 -18.322 10.802
C 19.485 -25.593 12.154
O 18.747 -26.513 12.497
N 20.467 -25.053 12.934
N 19.464 -25.032 10.913
H 21.105 -24.403 12.503
H 20.491 -25.233 13.921
H 18.842 -25.444 10.241
H 20.047 -24.239 10.739
C 20.807 -18.839 14.287
C 21.540 -19.828 13.393
C 22.963 -20.031 13.870
O 20.819 -21.043 13.448
H 19.830 -18.588 13.873
H 21.373 -17.910 14.397
H 20.645 -19.177 15.311
H 21.496 -19.445 12.363
H 23.628 -19.171 13.753
H 23.464 -20.870 13.379
H 23.035 -20.238 14.941
H 21.235 -21.629 12.797

---

Entry 3:
Computed, not measured: C10H20ClEuIN2OPSe as an isolated structure, with wB97M-V/def2-TZVPD.

Properties
* multiplicity: 7
* total energy: -130291.076 eV
* charge: +2
* Kohn-Sham gap (alpha / beta): 7.17 / 4.17 eV
* HOMO level (alpha / beta): -14.876 / -14.984 eV
* ⟨S²⟩: 12.0168

Element x y z (Å)
C 0.874 -2.174 -1.362
I 0.969 2.293 -0.277
H -0.078 -2.715 -1.477
H 1.304 -2.434 -0.372
H 1.585 -2.447 -2.147
Eu -0.433 -0.517 0.136
P 0.228 -0.199 -2.882
C 1.723 0.382 -3.760
C -0.339 -1.444 -4.071
H -1.845 1.073 -2.812
H -1.023 1.130 -4.417
H -0.433 2.129 -3.025
C -0.886 1.183 -3.330
H -1.300 -1.844 -3.727
H -0.455 -0.976 -5.056
H 1.472 0.534 -4.821
H 2.526 -0.360 -3.670
H 0.386 -2.262 -4.116
H 2.065 1.327 -3.317
C 2.344 -0.255 -0.774
O 3.454 -0.164 -1.077
Cl -2.891 -0.939 -0.397
C 1.507 1.904 3.533
N 0.191 1.307 3.629
C -0.936 1.917 4.143
C -1.951 1.016 4.052
N -1.437 -0.128 3.479
C -2.176 -1.350 3.243
C -0.098 0.039 3.214
Se 1.085 -1.218 2.574
H 1.651 2.335 2.532
H 2.267 1.133 3.707
H 1.567 2.686 4.297
H -0.901 2.931 4.503
H -2.985 1.096 4.319
H -2.596 -1.732 4.182
H -2.967 -1.179 2.505
H -1.466 -2.078 2.840

---

Entry 4:
Computed, not measured: C31H32N6O10RhS as an isolated structure, with wB97M-V/def2-TZVPD.

Properties
* multiplicity: 5
* total energy: -75921.871 eV
* charge: -1
* Kohn-Sham gap (alpha / beta): 5.55 / 6.87 eV
* HOMO level (alpha / beta): -3.876 / -5.890 eV
* ⟨S²⟩: 6.0585

Element x y z (Å)
Rh -0.999 1.982 -0.021
O 0.924 5.593 -1.504
C 0.752 4.504 -0.974
O -0.386 4.000 -0.660
C 1.980 3.704 -0.552
C 3.164 4.377 -0.267
C 4.200 3.650 0.304
C 4.120 2.313 0.627
C 2.930 1.641 0.318
C 1.903 2.346 -0.322
N 2.734 0.330 0.710
O 1.588 -0.216 0.424
O 3.607 -0.280 1.389
N 5.456 4.360 0.630
O 6.352 3.724 1.152
O 5.521 5.546 0.371
H 3.246 5.434 -0.464
H 4.927 1.791 1.115
H 1.006 1.794 -0.596
C -1.229 -6.601 -0.641
C -0.742 -5.424 0.161
C -0.045 -4.381 -0.442
C 0.426 -3.312 0.295
C 0.203 -3.250 1.670
N 0.672 -2.097 2.333
C 0.687 -1.890 3.667
O 0.455 -2.714 4.535
N 1.067 -0.595 4.066
C 0.851 0.641 3.476
C 1.519 1.765 3.955
C 1.270 3.011 3.405
C 0.390 3.120 2.347
N -0.236 2.036 1.881
C -0.048 0.836 2.429
C -0.491 -4.284 2.292
C -0.952 -5.350 1.531
H -1.409 -6.320 -1.679
H -2.157 -7.002 -0.232
H -0.493 -7.409 -0.641
H 0.125 -4.395 -1.514
H 0.952 -2.499 -0.186
H 1.130 -1.409 1.725
H 1.381 -0.585 5.023
H 2.245 1.652 4.750
H 1.789 3.888 3.762
H 0.193 4.046 1.825
H -0.598 0.018 1.988
H -0.663 -4.253 3.355
H -1.497 -6.145 2.028
C -4.249 0.687 1.067
C -4.060 2.130 0.585
C -4.706 3.122 1.564
C -4.635 2.322 -0.825
N -2.663 2.431 0.548
H -5.316 0.480 1.160
H -3.780 0.546 2.042
H -3.811 -0.018 0.360
H -5.779 2.930 1.611
H -4.546 4.147 1.231
H -4.286 3.008 2.563
H -5.716 2.177 -0.781
H -4.211 1.600 -1.520
H -4.423 3.328 -1.186
C 2.136 -2.846 -5.561
C 1.174 -2.155 -4.634
C 1.613 -1.582 -3.445
C 0.731 -0.939 -2.591
C -0.610 -0.871 -2.937
C -1.077 -1.441 -4.112
C -0.180 -2.077 -4.954
S -1.739 -0.067 -1.849
O -3.068 -0.441 -2.255
O -1.477 1.413 -1.998
O -1.357 -0.417 -0.476
H 3.125 -2.928 -5.111
H 2.237 -2.295 -6.498
H 1.789 -3.850 -5.807
H 2.660 -1.647 -3.172
H 1.073 -0.528 -1.647
H -2.130 -1.388 -4.346
H -0.536 -2.527 -5.874

---

Entry 5:
Computed, not measured: a 2-piece molecular cluster, C3H5I3Si overall, with wB97M-V/def2-TZVPD.

Properties
* total energy: -35370.351 eV
* Kohn-Sham gap (alpha / beta): 7.33 / 6.70 eV
* HOMO level (alpha / beta): -8.014 / -8.640 eV

Element x y z (Å)
C 0.153 -0.338 0.283
C -0.214 -0.972 -1.040
C -0.690 0.354 -0.649
Si -3.826 0.140 0.101
I -4.984 2.344 0.003
I -4.780 -1.464 -1.514
I -3.976 -0.804 2.344
H -0.125 -0.653 1.263
H 1.166 0.052 0.230
H 0.726 -1.088 -1.704
H -0.861 -1.758 -1.065
H -0.825 1.189 -1.237

---

Entry 6:
Computed, not measured: a 2-piece molecular cluster, C4H10N2OS overall, with wB97M-V/def2-TZVPD.

Properties
* multiplicity: 2
* total energy: -20170.401 eV
* charge: -1
* Kohn-Sham gap (alpha / beta): 4.74 / 6.60 eV
* HOMO level (alpha / beta): -1.210 / -3.208 eV
* ⟨S²⟩: 0.7557

Element x y z (Å)
O 2.037 1.191 -0.286
C 1.161 0.432 0.244
N 0.196 1.027 1.028
C -1.060 0.330 1.319
C -2.245 0.592 0.379
S -2.467 -0.607 -0.984
C 1.192 -0.953 0.017
N 2.168 -1.138 -1.088
H 0.033 1.953 0.653
H -0.869 -0.739 1.274
H -1.344 0.567 2.351
H -2.310 1.637 0.064
H -3.127 0.413 1.004
H -0.788 0.145 -1.900
H 0.288 -1.519 -0.120
H 2.454 -0.101 -1.201
H 2.954 -1.722 -0.827
H 1.726 -1.508 -1.927

---

Entry 7:
Computed, not measured: a 2-piece molecular cluster, C6H15N4 overall, with wB97M-V/def2-TZVPD.

Properties
* multiplicity: 3
* total energy: -12412.716 eV
* charge: +1
* Kohn-Sham gap (alpha / beta): 6.73 / 8.01 eV
* HOMO level (alpha / beta): -9.423 / -13.842 eV
* ⟨S²⟩: 2.0081

Element x y z (Å)
C 0.394 0.279 -1.764
C -2.094 0.748 -1.530
C 3.318 0.089 -0.509
C -3.189 1.010 1.794
C 2.348 -1.011 -0.723
C -2.500 -0.085 0.922
N 0.946 -0.518 -0.886
N 1.067 0.881 -2.700
N -1.177 -0.450 1.334
N -2.480 0.421 -0.474
H -2.569 1.343 -2.214
H 4.419 -0.158 -0.611
H 3.206 0.777 -1.245
H 3.293 0.612 0.508
H -3.333 0.427 2.758
H -2.828 1.998 1.923
H -4.256 1.199 1.302
H 2.417 -1.827 0.059
H 2.616 -1.576 -1.582
H -3.359 -0.831 0.736
H 0.679 1.477 -3.340
H 2.137 0.810 -2.702
H -1.157 -1.130 2.017
H -0.772 0.423 1.693
H 0.412 -0.564 -0.053

---

Question: What is the total energy in the second record?
Answer: -49425.790 eV

---

Question: Number 3 is which compound?
Answer: C10H20ClEuIN2OPSe

---

Question: total energy of number 2 (C12H36AgN8O10)?
Answer: -49425.790 eV

---

Question: Number 5 is which compound?
Answer: C3H5I3Si